Formula: C32H45AuClN2O3
Source: the Open Molecules 2025 dataset
Level of theory: the ωB97M-V functional and the def2-TZVPD basis

Structure (XYZ):
```
84
Properties=species:S:1:pos:R:3:forces:R:3:mulliken_charge:R:1
Au 0.976 0.871 -0.645 -1.9 0.1 0.3 0.179
Cl 0.065 3.047 -1.648 -0.1 0.5 -0.2 -0.594
N 0.392 -0.033 -2.477 2.7 -0.2 -1.2 0.052
N 1.031 1.955 1.171 3.2 0.6 0.1 0.036
C 1.317 -0.201 -3.408 -2.6 0.6 1.9 0.884
C 2.170 2.525 1.546 -3.3 -1.0 -0.9 0.834
C -0.933 -0.279 -3.071 -0.2 0.0 0.2 1.894
C -0.650 -0.086 -4.525 0.2 0.4 -1.1 -0.799
C -2.034 0.580 -2.465 0.2 0.6 -0.5 -1.658
C -1.252 -1.710 -2.806 0.7 -0.3 0.6 -1.739
H -1.741 1.637 -2.562 -0.4 -0.3 0.1 0.508
H -2.175 0.345 -1.405 0.1 -0.1 -0.1 -0.141
H -2.973 0.373 -2.999 0.2 0.1 0.1 0.414
H -0.482 -2.412 -3.178 -0.2 0.4 0.2 0.402
H -2.205 -2.001 -3.234 -0.1 0.1 0.1 0.524
H -1.268 -1.699 -1.711 -0.1 -0.2 -0.5 -0.073
C -0.047 2.416 2.053 -0.2 -0.1 -0.2 2.194
C 0.530 3.706 2.569 0.4 0.9 0.2 -0.789
C -0.127 1.427 3.176 0.7 -0.6 0.4 -1.988
C -1.384 2.555 1.338 0.1 0.5 -0.1 -1.822
H -1.243 3.190 0.448 -0.2 -0.2 0.4 0.546
H -2.114 3.015 2.023 0.1 -0.2 -0.2 0.357
H -1.762 1.577 1.020 0.1 0.0 0.1 -0.064
H 0.804 1.372 3.774 -0.2 0.2 -0.4 0.376
H -0.290 0.441 2.725 0.0 0.3 0.3 0.184
H -0.920 1.735 3.857 -0.1 -0.3 0.0 0.541
O 1.991 3.533 2.397 -0.1 0.3 0.5 -0.417
H 0.337 3.904 3.641 0.2 -0.3 -0.5 0.264
H 0.191 4.575 1.992 0.4 -0.1 -0.1 0.357
O 0.811 -0.295 -4.638 -0.3 -0.2 -0.5 -0.425
H -0.919 0.925 -4.852 0.5 0.0 -0.1 0.381
H -1.148 -0.823 -5.187 0.4 0.4 0.4 0.257
C 2.785 -0.333 -3.191 -0.4 -0.5 -0.5 -1.306
C 3.539 2.102 1.156 -0.1 0.2 0.7 -1.235
C 3.792 1.972 -0.317 0.3 -0.6 -0.6 1.419
H 3.708 1.105 1.624 -0.1 0.4 -0.1 0.202
H 4.218 2.825 1.623 -0.1 -0.3 -0.1 0.372
C 3.066 1.014 -1.076 0.9 2.0 -1.2 -1.276
C 3.431 0.786 -2.431 0.6 0.2 0.7 1.320
H 2.255 -0.199 -0.283 1.0 -1.1 0.4 -0.232
C 4.496 1.492 -3.006 0.0 0.3 0.8 0.781
C 5.178 2.460 -2.247 -0.9 -0.9 0.6 -1.067
C 4.978 1.213 -4.396 0.1 -0.1 -0.5 -1.950
C 4.855 2.677 -0.895 -0.2 -0.5 -0.5 0.800
H 6.022 2.965 -2.673 0.3 0.3 -0.2 0.223
C 5.708 3.621 -0.105 0.3 0.3 0.2 -1.948
H 6.472 4.073 -0.750 -0.2 -0.1 0.2 0.339
H 6.229 3.075 0.693 0.0 0.2 -0.1 0.382
H 5.132 4.433 0.363 0.1 -0.2 -0.1 0.360
H 5.357 0.184 -4.461 0.0 0.2 -0.1 0.377
H 5.804 1.887 -4.654 -0.2 -0.2 0.0 0.343
H 4.191 1.330 -5.155 0.2 0.0 0.2 0.356
H 3.229 -0.462 -4.184 0.0 0.0 0.3 0.401
H 2.933 -1.272 -2.612 -0.1 0.3 -0.2 0.214
C -2.437 -4.938 -1.239 -0.3 0.3 -0.1 -2.074
C -2.304 -3.502 -0.698 0.4 -1.1 0.7 1.312
C -3.541 -2.739 -1.092 0.0 -0.2 -0.5 -1.494
C -2.250 -3.390 0.825 0.1 1.7 0.7 -0.052
C -2.797 -4.363 1.624 -0.6 -1.7 -0.3 -0.293
C -3.276 -4.145 2.917 0.2 1.1 0.6 -1.552
C -3.163 -2.832 3.432 -0.3 -0.9 -0.1 -0.506
C -2.593 -1.766 2.762 0.6 -1.3 -1.4 0.710
C -2.460 -0.477 3.541 -0.1 0.6 -0.2 1.899
C -3.780 0.035 4.125 -0.1 -0.3 -0.2 -1.917
C -1.498 -0.684 4.703 -0.1 -0.2 0.2 -1.451
C -1.992 -2.041 1.424 -0.4 -0.1 0.6 0.004
O -1.307 -1.162 0.804 -0.4 0.1 -0.2 -0.199
H -3.456 -5.274 -1.032 0.1 -0.3 0.0 0.386
H -1.729 -5.648 -0.807 0.0 0.1 0.0 0.373
H -2.333 -4.940 -2.338 0.1 0.0 0.3 0.435
H -1.469 -3.057 -1.214 0.2 -0.6 0.9 0.346
H -4.384 -3.287 -0.696 -0.5 0.2 0.2 0.531
H -3.489 -1.733 -0.714 -0.2 0.4 0.2 0.128
H -3.626 -2.705 -2.171 -0.3 0.0 -0.3 0.527
H -2.912 -5.402 1.198 0.0 1.2 0.4 0.128
H -3.775 -4.910 3.516 0.3 0.1 -0.3 0.317
H -3.520 -2.625 4.441 -0.2 -0.3 -0.1 0.188
H -2.090 0.323 2.907 -0.1 -0.4 -0.3 -0.636
H -4.142 -0.730 4.802 -0.4 0.0 0.2 0.334
H -3.671 0.957 4.706 0.2 0.0 -0.1 0.462
H -4.521 0.187 3.337 0.0 0.0 0.1 0.382
H -0.518 -0.982 4.350 0.2 -0.2 0.0 0.305
H -1.379 0.195 5.338 -0.1 0.1 0.0 0.403
H -1.919 -1.485 5.312 0.2 -0.1 0.2 0.451
```
Forces are in eV/Å.

Computed properties:
**Total energy**: -2177.34985 a.u.
**Highest occupied orbital energy (spin up / spin down)**: -2.046 / -3.156 eV
**Gap between HOMO and LUMO (spin up / spin down)**: 2.433 / 4.616 eV
**Net charge**: -1
**Lowest unoccupied orbital energy (spin up / spin down)**: 0.388 / 1.460 eV
**2S+1**: 3